# C13H18F3O9S

4 unconnected molecules or ions with the total composition C13H18F3O9S in a non-equilibrium geometry (ωB97M-V/def2-TZVPD, OMol25).

Results
Charge   -1
Frontier orbital gap   9.34 eV

Geometry (Å):
C 6.9691 -28.4517 -33.0025
F 5.6825 -28.8409 -32.8319
F 7.4977 -29.2064 -33.9766
F 6.9507 -27.1759 -33.4256
S 7.9092 -28.6309 -31.4267
O 9.2861 -28.4506 -31.8132
O 7.3804 -27.5652 -30.5786
O 7.5396 -29.9646 -30.9914
O 4.8117 -29.6800 -25.0875
C 5.6810 -29.6833 -25.9074
O 5.4538 -29.5379 -27.2257
C 6.6663 -29.1373 -27.9031
C 7.8066 -29.6990 -27.0478
C 7.1648 -29.8663 -25.6584
H 6.7136 -28.0499 -27.9625
H 6.6617 -29.5479 -28.9065
H 8.6754 -29.0454 -27.0806
H 8.1177 -30.6744 -27.4193
H 7.5337 -29.1714 -24.9083
H 7.3114 -30.8821 -25.2933
O 3.5443 -22.7401 -30.3640
C 3.9812 -23.7944 -30.7361
O 5.0853 -23.8761 -31.5161
C 5.4132 -25.2441 -31.8038
C 4.6406 -26.0827 -30.7820
C 3.4305 -25.1925 -30.4676
H 6.4802 -25.3867 -31.6523
H 5.1455 -25.4955 -32.8276
H 5.1852 -26.2611 -29.8572
H 4.3117 -27.0454 -31.1656
H 3.0597 -25.2279 -29.4511
H 2.6621 -25.2968 -31.2399
O 10.9191 -25.7546 -30.6667
C 10.0220 -25.3091 -30.0229
O 9.2819 -24.2333 -30.3984
C 8.1347 -24.0945 -29.5538
C 8.5029 -24.7809 -28.2279
C 9.5445 -25.8036 -28.6588
H 7.2682 -24.5428 -30.0417
H 7.9116 -23.0366 -29.4256
H 7.6244 -25.2291 -27.7647
H 8.8798 -24.0060 -27.5611
H 9.1360 -26.7966 -28.8547
H 10.3892 -25.8424 -27.9767

Atomic partial charges in e from the Löwdin method, atoms 1 to 5: C -0.645; F 0.095; F 0.118; F 0.107; S 0.461

# C6H12

A single C6H12 molecule in a non-equilibrium geometry (ωB97M-V/def2-TZVPD, OMol25).

Results
Charge   0
Energy relative to the best compared isomer or geometry (same formula, charge and spin)   44.8 kcal/mol
Frontier orbital gap   10.94 eV
SMILES   CCC1CCC1

Geometry (Å):
C -2.3139 -0.2727 -0.3172
C -1.2166 0.3215 0.5579
C 0.1086 0.3891 -0.1507
C 1.3216 0.9249 0.6035
C 2.1984 -0.0630 -0.1608
C 0.8399 -0.9300 -0.4384
H -2.4445 0.3176 -1.2324
H -2.0710 -1.2998 -0.6177
H -3.2696 -0.2939 0.2138
H -1.4901 1.3313 0.8867
H -1.0833 -0.2862 1.4636
H 0.0261 0.9645 -1.0866
H 1.4755 2.0095 0.6142
H 1.2749 0.5765 1.6497
H 3.0510 -0.4844 0.3814
H 2.2505 -0.1271 -1.2301
H 0.7475 -1.7144 0.3016
H 0.5949 -1.3634 -1.4383

Atomic partial charges in e from the Löwdin method, atoms 1 to 5: C -0.109; C -0.247; C -0.388; C -0.167; C -0.143

# C3H4N5O3

A gas-phase ion, C3H4N5O3 (charge -1) in a non-equilibrium geometry (ωB97M-V/def2-TZVPD, OMol25).

Results
Charge   -1
Frontier orbital gap   5.79 eV
SMILES   O=[N+]([O-])N=C=NCC/N=N\[O-]

Geometry (Å):
C -1.0367 -0.1117 0.8493
C -0.8105 0.3667 -1.4677
C 0.5622 -0.2458 -1.4364
N -1.4890 0.1995 -0.2264
N -0.8727 -0.6907 1.9297
N 2.5480 0.7674 -0.7006
N 1.3729 0.5134 -0.4741
N -0.9213 -0.3790 3.1965
O -0.5980 -1.3003 4.0012
O 3.1931 0.3485 -1.7395
O -1.2647 0.7267 3.5535
H -0.8619 1.5100 -1.6683
H -1.3492 -0.1071 -2.2053
H 0.4779 -1.4252 -1.1360
H 1.0500 -0.1723 -2.4757

Atomic partial charges in e from the Löwdin method, atoms 1 to 5: C -0.129; C -0.255; C -0.279; N 0.126; N 0.165

# C22H50O3P2SSn

A molecular structure, C22H50O3P2SSn in a non-equilibrium geometry (ωB97M-V/def2-TZVPD, OMol25).

Results
Charge   +4
Energy relative to the best compared isomer or geometry (same formula, charge and spin)   35.6 kcal/mol
Frontier orbital gap   5.47 eV

Geometry (Å):
Sn 0.1615 0.7914 -0.4266
C 0.9246 -1.4971 -1.2955
O 1.1656 -2.5904 -1.5681
C -1.0976 1.9904 1.2004
O -1.5841 2.7790 1.9050
P -2.0283 -0.0226 -1.9512
C -3.5501 -0.7403 -1.2060
H -4.3217 -0.6489 -1.9848
C -2.6786 1.6343 -2.5302
H -2.5249 2.2545 -1.6208
C -1.7584 -1.1969 -3.3675
H -1.5478 -2.1504 -2.8447
C 3.9744 -0.5570 -0.1488
P 2.6173 0.1686 0.9003
H 3.8440 -0.4733 2.8141
H 3.6637 -1.6102 -0.2615
C 3.2719 1.8817 1.2969
H 4.3562 1.7216 1.3904
C -1.7997 2.2111 -3.6456
H -1.9232 1.6592 -4.5892
H -0.7289 2.2323 -3.3812
H -2.1175 3.2505 -3.8294
C -4.1688 1.7125 -2.8986
H -4.3450 2.6754 -3.4053
H -4.8190 1.6899 -2.0195
H -4.4626 0.9046 -3.5843
C -3.0157 -1.3612 -4.2162
H -3.8649 -1.7177 -3.6248
H -2.8079 -2.1219 -4.9797
H -3.2836 -0.4288 -4.7321
C -0.5316 -0.8856 -4.2392
H -0.2704 -1.8048 -4.7898
H 0.3511 -0.5897 -3.6537
H -0.7544 -0.1139 -4.9897
C -3.4044 -2.2410 -0.8804
H -3.6882 -2.8742 -1.7389
H -4.0727 -2.4873 -0.0412
H -2.3747 -2.4950 -0.5811
C -3.9727 0.0984 -0.0039
H -3.1592 0.1855 0.7262
H -4.8196 -0.3989 0.4842
H -4.2774 1.1076 -0.2968
C 5.3334 -0.4914 0.5500
H 5.2894 -0.7769 1.6056
H 5.7684 0.5118 0.4647
H 6.0075 -1.1946 0.0451
C 4.0471 0.0639 -1.5526
H 4.5086 1.0642 -1.5256
C 1.8594 -0.5120 3.5726
H 3.0693 0.1312 -2.0545
H 4.6953 -0.5748 -2.1740
C 2.9535 -2.3375 2.1893
H 0.9682 -1.1493 3.4812
H 2.3218 -0.7272 4.5553
H 1.5476 0.5393 3.6160
C 2.8652 -0.8317 2.4602
H 2.8283 -2.8897 3.1313
H 3.9289 -2.6419 1.7870
H 2.1688 -2.6447 1.4847
C 2.7453 2.4399 2.6247
H 1.6471 2.5348 2.6094
H 3.1621 3.4482 2.7663
H 3.0586 1.8285 3.4819
C 3.0076 2.8733 0.1572
H 3.3794 2.5196 -0.8133
H 3.5153 3.8195 0.3999
H 1.9311 3.0839 0.0638
H -0.6841 -2.5995 0.6769
H -0.6607 -3.2866 1.0504
C -1.9246 -1.4877 3.7135
S -2.0429 0.2012 3.1347
C -1.4032 0.9512 4.6424
O -0.8260 0.2933 2.1206
H -2.9705 -1.7779 3.9033
H -1.3411 -1.5299 4.6482
H -1.4723 -2.1009 2.9290
H -0.9224 1.9056 4.3979
H -2.2331 1.1361 5.3352
H -0.7035 0.2674 5.1302

Atomic partial charges in e from the Löwdin method, atoms 1 to 5: Sn 1.275; C -0.149; O 0.174; C -0.239; O 0.153

# C12H30ClN2O4

3 unconnected molecules or ions with the total composition C12H30ClN2O4 in a non-equilibrium geometry (ωB97M-V/def2-TZVPD, OMol25).

Results
Charge   -1
Energy relative to the best compared isomer or geometry (same formula, charge and spin)   36.5 kcal/mol
Frontier orbital gap   6.99 eV

Geometry (Å):
Cl 2.9961 -0.5688 2.0489
C -1.4477 0.5918 -0.8226
O -0.0830 0.2441 -0.7407
C 0.1930 -0.9690 -1.4355
C 1.7247 -1.2548 -1.5331
N 2.6042 -0.0590 -1.6152
C 2.2326 1.0492 -2.4997
C 1.8813 0.6897 -3.9263
O 3.1326 0.6703 -4.5743
C 3.2509 -0.2209 -5.6617
H -2.1482 -0.0882 -0.3390
H -1.6812 0.7790 -1.8752
H -1.6143 1.5675 -0.3676
H -0.2020 -0.8846 -2.4857
H -0.2304 -1.8520 -0.9744
H 1.8824 -1.9815 -2.3725
H 2.0087 -1.7023 -0.5760
H 2.7907 0.2996 -0.6515
H 3.0535 1.7249 -2.5384
H 1.4171 1.6375 -2.0300
H 1.1729 1.3706 -4.3469
H 1.4673 -0.3323 -3.9135
H 2.7651 0.2069 -6.5606
H 2.7139 -1.1325 -5.3357
H 4.3175 -0.3803 -5.8318
C -3.0994 -3.3594 1.2576
O -2.4992 -2.0946 1.3846
C -1.5124 -2.1728 2.3660
C -0.3100 -1.0846 2.3694
N -0.7181 0.2911 2.5940
C -0.7189 0.8646 3.9299
C -1.3019 2.2427 3.8930
O -0.6295 3.0243 2.9571
C -1.3691 3.5784 1.9279
H -2.4081 -4.1891 1.1543
H -3.7416 -3.3093 0.3238
H -3.8286 -3.5317 2.0714
H -0.9734 -3.1291 2.3508
H -2.0231 -2.1595 3.4019
H 0.1892 -1.1872 1.3915
H 0.3278 -1.5125 3.1295
H -0.3119 0.8484 1.8609
H 0.2239 0.9920 4.4519
H -1.2985 0.2364 4.6186
H -1.1842 2.7171 4.8795
H -2.3953 2.3575 3.7624
H -2.0172 4.4082 2.2632
H -1.9749 2.8066 1.4172
H -0.6234 3.9579 1.2026

Atomic partial charges in e from the Löwdin method, atoms 1 to 5: Cl -0.621; C -0.114; O -0.210; C -0.225; C -0.198

# C4H9N2S

A gas-phase ion, C4H9N2S (charge +1) in a non-equilibrium geometry (ωB97M-V/def2-TZVPD, OMol25).

Results
Charge   +1
Energy relative to the best compared isomer or geometry (same formula, charge and spin)   75.4 kcal/mol
Frontier orbital gap   9.23 eV
SMILES   C[C@H]1CS[N+](C)=N1

Geometry (Å):
C 0.2031 -1.5128 -0.1879
C 0.8856 -0.2135 -0.4447
C 2.1954 -0.1066 0.4012
C -2.2663 1.4062 0.1072
N 0.0193 0.7912 -0.1390
N -1.1670 0.5123 -0.1869
S -1.6104 -1.1282 -0.4473
H 0.4543 -2.3612 -0.8519
H 0.2873 -1.8800 0.8349
H 1.1589 -0.0536 -1.4259
H 2.0445 -0.2035 1.4900
H 2.7265 0.7857 0.1219
H 2.6797 -0.9765 0.2036
H -1.9072 2.1636 0.9781
H -3.0952 0.8430 0.4138
H -2.6085 1.9340 -0.8670

Atomic partial charges in e from the Löwdin method, atoms 1 to 5: C -0.309; C -0.420; C 0.015; C -0.034; N 0.140

# C4H9N3O

A single C4H9N3O molecule in a non-equilibrium geometry (ωB97M-V/def2-TZVPD, OMol25).

Results
Charge   0
Energy relative to the best compared isomer or geometry (same formula, charge and spin)   119.9 kcal/mol
Frontier orbital gap   9.24 eV
SMILES   CN1CCON=CN1

Geometry (Å):
C 2.0130 -0.2005 -0.3237
C 0.0488 1.2014 0.0144
C -1.3869 1.1360 0.3169
C -1.2504 -1.5031 0.0467
H 2.6008 0.6260 -0.9289
H 2.5333 -0.2631 0.6232
H 2.1363 -1.2162 -0.8252
H 0.3895 1.9373 -0.7371
H 0.5380 1.4463 1.0227
H -1.5972 0.6229 1.3248
H -1.6601 2.1676 0.3525
H -1.4170 -2.5970 0.1356
H 0.7591 -1.7903 0.3308
N 0.6096 -0.0491 -0.5402
N -2.2983 -0.8967 -0.3528
N 0.0966 -1.1133 0.2547
O -2.1150 0.4916 -0.7144

Atomic partial charges in e from the Löwdin method, atoms 1 to 5: C -0.133; C -0.193; C -0.245; C -0.189; H 0.128

# C5H12FN2

2 unconnected molecules or ions with the total composition C5H12FN2 in a non-equilibrium geometry (ωB97M-V/def2-TZVPD, OMol25).

Results
Charge   +1
Energy relative to the best compared isomer or geometry (same formula, charge and spin)   83.5 kcal/mol
Frontier orbital gap (alpha / beta)   8.62 / 8.62 eV

Geometry (Å):
C -2.1131 -1.1222 1.7120
C -1.5818 1.0972 -0.4142
C 1.1671 -1.5344 0.1027
C -0.9478 -0.2114 -0.2421
C 0.5303 -0.1373 0.0789
N -3.2909 -0.7764 1.7142
N 1.2799 0.7174 -0.9649
F -1.2230 -1.8329 2.3689
H -1.2915 1.9081 0.1885
H -1.3663 1.3717 -1.4851
H -2.7848 0.9908 -0.3810
H 2.2538 -1.5655 0.5215
H 0.5086 -2.1182 0.6474
H 1.2458 -1.9730 -0.8855
H -1.2722 -0.9575 -0.9377
H 0.4853 0.4011 0.9497
H -3.9464 -1.0144 2.4022
H 1.6252 1.6109 -0.5099
H 0.5191 1.0521 -1.6378
H 2.0540 0.2986 -1.4761

Atomic partial charges in e from the Löwdin method, atoms 1 to 5: C -0.199; C -0.135; C -0.031; C -0.176; C -0.341